ORCA calculation (ωB97M-V with the def2-TZVPD basis set) on a molecular structure, C28H56P2SiTi.

Its energy relative to the best compared isomer or geometry (same formula, charge and spin) is 91.5 kcal per mole. The value obtained for the LUMO energy (alpha / beta) is -3.055 / -3.356 eV. Its HOMO energy (alpha / beta) is -9.9 / -10.0 eV. For the HOMO-LUMO gap (alpha / beta), the calculation gives 6.8 / 6.6 eV. As for the net charge: +1. As for the expectation value of S²: 0.756. The spin multiplicity is 2. The molecular weight comes out at 530.7 g/mol. The max |F| comes out at 4.87 eV/A.

Positions of all 88 atoms, in Å:
Ti (-0.4030, 0.1209, -1.2372)
C (-1.9819, 1.8027, 0.2185)
C (-2.4084, 0.9051, -0.8211)
C (-2.2913, -0.2670, 1.1508)
C (-2.0709, 1.0892, 1.4359)
C (-2.4951, -0.4343, -0.2544)
C (-1.9019, 3.3076, 0.0852)
H (-1.5152, 3.6079, -0.8897)
H (-1.2405, 3.7643, 0.8468)
H (-2.8839, 3.8016, 0.1991)
C (-2.0131, 1.7227, 2.7953)
H (-1.5900, 2.7304, 2.7303)
H (-1.4008, 1.1295, 3.4733)
H (-3.0172, 1.8205, 3.2378)
C (-2.5126, -1.3644, 2.1535)
H (-3.5892, -1.4500, 2.3843)
H (-1.9822, -1.1518, 3.0956)
H (-2.1687, -2.3290, 1.7593)
C (-3.0950, -1.6368, -0.9459)
H (-4.1712, -1.5033, -1.1419)
H (-2.9852, -2.5691, -0.3540)
H (-2.6253, -1.8268, -1.9165)
C (-2.9646, 1.2916, -2.1341)
H (-4.0417, 1.4722, -1.9955)
H (-2.8667, 0.4871, -2.8600)
H (-2.5143, 2.2079, -2.5510)
C (1.2243, 0.4867, -2.3806)
C (0.0320, 1.3065, -2.6062)
C (-0.3836, 1.5895, -4.0424)
C (-1.2447, 0.4740, -4.6397)
C (-1.1761, -0.8003, -3.8150)
C (-0.0383, -1.5251, -3.7589)
C (1.2317, -1.0727, -4.4255)
C (1.9948, 0.0065, -3.6131)
H (0.4825, 1.7567, -4.6707)
H (-0.9447, 0.2781, -5.6761)
H (-0.9562, 2.5149, -4.0415)
H (2.2230, 0.8263, -4.2970)
H (1.8781, 0.6589, -1.5165)
H (-0.1478, 2.1387, -1.8859)
H (2.9569, -0.4180, -3.3059)
H (1.8790, -1.9491, -4.5841)
H (-0.0585, -2.5682, -3.4923)
H (1.0281, -0.7109, -5.4399)
H (-2.2871, 0.8048, -4.6985)
H (-2.1341, -1.2973, -3.6465)
P (1.6281, 2.2805, 0.4880)
C (1.5430, 3.2865, 2.0191)
H (2.2177, 4.1453, 1.9422)
H (1.8165, 2.7102, 2.9115)
H (0.5219, 3.6516, 2.1605)
C (3.3488, 1.6316, 0.5975)
H (4.0791, 2.4361, 0.7606)
H (3.5953, 1.1030, -0.3285)
H (3.4090, 0.9159, 1.4214)
C (1.8781, 3.6293, -0.7348)
H (2.0377, 3.2021, -1.7354)
H (2.7215, 4.2735, -0.4824)
H (0.9702, 4.2362, -0.8038)
P (0.6825, -2.4444, -0.2843)
C (-0.3639, -3.6512, -1.1748)
H (0.1993, -4.5058, -1.5598)
H (-0.8792, -3.1647, -2.0085)
H (-1.1544, -4.0026, -0.5015)
C (2.1570, -2.3236, -1.3579)
H (1.8740, -2.0388, -2.3640)
H (2.7350, -3.2547, -1.4061)
H (2.7983, -1.5223, -0.9661)
C (1.3865, -3.5231, 1.0326)
H (1.9744, -4.3513, 0.6142)
H (0.5958, -3.9492, 1.6606)
H (2.0433, -2.9416, 1.6881)
C (-0.5022, -0.1986, 5.1867)
Si (0.6879, -0.9039, 3.8536)
C (2.4149, -0.4852, 4.5264)
C (0.4167, -2.7495, 4.0614)
C (0.7697, -0.2327, 2.0933)
H (-0.2233, -0.6669, 6.1496)
H (-1.5689, -0.4141, 5.0651)
H (-0.4142, 0.8815, 5.3632)
H (2.4289, -0.8400, 5.5638)
H (3.2231, -0.9920, 3.9787)
H (2.6505, 0.5902, 4.5343)
H (-0.4777, -3.1377, 3.5616)
H (1.2676, -3.3448, 3.7109)
H (0.3002, -2.9846, 5.1270)
H (0.7222, 0.8647, 2.2053)
H (1.6597, -0.4434, 1.5027)

Mulliken atomic charge list, values in e, 6 entries: Ti -0.687; C 0.501; C 1.224; C 0.792; C 0.400; C 0.387